9 unconnected molecules or ions with the total composition C25H44BCl16F2O2. Source: the Open Molecules 2025 dataset; level of theory: ωB97M-V/def2-TZVPD.

Each line ends with the Mulliken charge.
Geometry (Å):
1 C 3.639 -2.579 1.673  -0.340
2 C 3.480 -1.064 1.136  0.250
3 O 2.458 -0.931 0.123  -0.287
4 C 2.313 0.488 -0.249  -0.174
5 C 1.261 1.150 0.814  0.144
6 O 0.017 1.289 0.112  -0.772
7 B -1.160 0.968 0.949  0.293
8 C -1.137 1.597 2.463  -0.732
9 C -0.821 3.203 2.496  -0.119
10 C -1.433 3.835 3.855  -0.391
11 F -2.225 5.029 3.625  -0.353
12 C -2.483 1.464 0.050  0.185
13 C -3.823 1.572 0.896  0.955
14 C -4.169 2.837 1.772  -0.065
15 C -5.460 2.991 2.603  -0.824
16 C -6.521 1.865 2.629  -0.552
17 C -6.246 0.608 1.759  -0.772
18 C -4.934 0.457 0.907  0.998
19 C -4.814 -0.884 0.053  -1.063
20 C -1.373 -0.682 1.120  1.127
21 C -1.112 -1.444 -0.284  -0.690
22 F -0.587 -1.259 2.205  -0.411
23 H 2.804 -3.267 1.317  0.034
24 H 4.659 -2.988 1.349  0.013
25 H 3.625 -2.617 2.824  0.032
26 H 3.183 -0.435 2.055  0.354
27 H 4.499 -0.701 0.752  -0.193
28 H 1.841 0.459 -1.302  -0.207
29 H 3.313 1.039 -0.218  0.236
30 H 1.723 2.182 1.077  -0.074
31 H 1.247 0.435 1.700  0.094
32 H -0.302 1.131 3.119  0.337
33 H -2.106 1.430 3.063  0.429
34 H -1.217 3.742 1.572  -0.007
35 H 0.323 3.354 2.575  0.332
36 H -2.066 3.087 4.440  0.245
37 H -0.564 4.154 4.543  0.281
38 H -2.688 0.793 -0.851  0.450
39 H -2.252 2.518 -0.347  -1.283
40 H -3.422 3.690 1.776  -0.040
41 H -5.578 3.977 3.185  0.298
42 H -7.439 2.021 3.281  0.283
43 H -7.045 -0.220 1.780  0.223
44 H -4.394 -0.659 -0.983  0.195
45 H -5.846 -1.389 -0.050  0.283
46 H -4.135 -1.685 0.528  0.295
47 H -2.484 -0.805 1.429  0.000
48 H -1.076 -0.720 -1.180  0.097
49 H -0.073 -1.918 -0.219  0.302
50 H -1.879 -2.277 -0.450  -0.380
51 C 2.391 2.549 -4.344  0.373
52 Cl 3.823 2.771 -3.330  -0.155
53 Cl 0.941 2.308 -3.364  -0.083
54 H 2.256 3.434 -4.964  0.336
55 H 2.537 1.672 -4.977  -0.501
56 C -3.082 4.818 -2.297  -0.481
57 Cl -3.230 4.820 -0.534  -0.035
58 Cl -1.861 3.665 -2.848  -0.082
59 H -4.044 4.544 -2.728  0.281
60 H -2.800 5.816 -2.629  0.340
61 C 6.917 -1.323 3.661  -0.319
62 Cl 6.380 -0.231 2.375  -0.097
63 Cl 5.551 -2.044 4.516  -0.142
64 H 7.519 -2.118 3.222  0.236
65 H 7.516 -0.758 4.374  0.337
66 C -1.462 -5.311 -0.136  -0.122
67 Cl -1.167 -4.052 1.068  -0.042
68 Cl -2.489 -4.720 -1.451  -0.187
69 H -0.508 -5.633 -0.552  0.039
70 H -1.957 -6.153 0.346  0.330
71 C 3.821 -5.407 -0.984  -0.122
72 Cl 5.210 -5.181 0.087  -0.165
73 Cl 2.332 -5.645 -0.062  -0.159
74 H 3.711 -4.523 -1.611  0.058
75 H 3.994 -6.283 -1.607  0.367
76 C 3.596 -1.505 -5.466  -0.394
77 Cl 3.625 -1.386 -3.705  0.006
78 Cl 3.107 0.026 -6.205  -0.211
79 H 4.593 -1.765 -5.819  0.283
80 H 2.888 -2.280 -5.758  0.302
81 C 7.927 -0.858 -1.481  -0.310
82 Cl 8.800 -1.885 -2.627  -0.183
83 Cl 6.227 -0.697 -1.932  -0.027
84 H 7.990 -1.302 -0.490  0.184
85 H 8.386 0.130 -1.472  0.314
86 C -7.519 -0.037 -2.645  -0.309
87 Cl -6.030 0.907 -2.558  -0.055
88 Cl -7.336 -1.427 -3.724  -0.177
89 H -7.769 -0.394 -1.647  0.188
90 H -8.319 0.599 -3.020  0.349

As for the max |F|: 0.081 Eh/bohr. The highest occupied orbital energy comes out at -4.43 eV. The orbital gap comes out at 6.2 eV. The charge is -1.

---

A molecular structure, C25H44BN8O2SSbSi3Ti. Source: the Open Molecules 2025 dataset; level of theory: ωB97M-V/def2-TZVPD.

Each line ends with the Mulliken spin population.
Geometry (Å):
1 Ti 0.241 -0.374 1.238  1.512
2 B -3.261 -0.338 0.665  0.021
3 N -2.459 -1.633 1.064  0.003
4 C -2.995 -2.756 1.554  0.020
5 C -2.040 -3.756 1.556  0.012
6 C -0.908 -3.139 1.038  0.062
7 N -1.164 -1.864 0.729  -0.056
8 N -2.431 1.015 0.820  0.051
9 C -3.003 2.220 0.885  0.041
10 C -2.022 3.196 0.883  0.025
11 C -0.834 2.476 0.829  0.137
12 N -1.080 1.166 0.781  -0.261
13 H -4.204 -0.262 1.431  0.001
14 H -3.624 -0.430 -0.489  -0.001
15 H -4.031 -2.769 1.850  0.002
16 H -2.154 -4.773 1.891  0.000
17 H 0.084 -3.535 0.885  -0.005
18 H -4.079 2.301 0.914  0.002
19 H -2.152 4.263 0.930  0.000
20 H 0.185 2.826 0.850  -0.008
21 N -3.489 3.687 6.291  0.000
22 C -2.582 2.785 5.764  0.000
23 C -1.295 2.680 6.303  0.000
24 C -0.376 1.814 5.750  0.000
25 C -0.735 1.038 4.650  0.002
26 C -2.014 1.124 4.113  0.008
27 C -2.930 1.994 4.668  0.002
28 S 0.463 0.000 3.956  -0.007
29 O -0.292 -1.042 3.175  -0.014
30 O 1.321 -0.507 4.985  -0.001
31 N 1.177 0.876 2.822  0.030
32 C 2.434 0.352 2.428  0.110
33 N 2.300 -0.354 1.261  -0.097
34 C 3.412 -0.939 0.808  0.023
35 C 4.620 -0.798 1.459  -0.018
36 C 4.642 -0.025 2.605  0.067
37 N 3.545 0.552 3.098  -0.025
38 H -3.309 4.039 7.215  0.000
39 H -4.460 3.547 6.076  0.000
40 H -1.023 3.282 7.163  0.000
41 H 0.617 1.731 6.170  0.000
42 H -2.306 0.499 3.280  -0.003
43 H -3.927 2.062 4.250  0.001
44 H 3.313 -1.501 -0.106  0.073
45 H 5.514 -1.272 1.078  -0.001
46 H 5.564 0.135 3.153  0.006
47 C 0.766 -4.011 -2.338  0.000
48 Si 1.732 -2.497 -2.789  -0.002
49 C 1.723 -2.340 -4.633  -0.003
50 C 3.499 -2.760 -2.267  0.001
51 Sb 0.662 -0.535 -1.595  0.257
52 Si 2.002 1.405 -2.579  -0.008
53 C 0.896 2.893 -2.590  0.004
54 C 2.675 1.166 -4.290  0.001
55 C 3.433 1.692 -1.430  0.025
56 Si -1.432 -0.390 -3.049  -0.001
57 C -1.093 -0.438 -4.881  0.000
58 C -2.514 -1.837 -2.611  0.001
59 C -2.230 1.248 -2.689  0.002
60 H 1.270 -4.895 -2.747  0.000
61 H -0.250 -3.979 -2.737  0.001
62 H 0.687 -4.134 -1.256  -0.001
63 H 2.293 -3.186 -5.034  0.000
64 H 2.191 -1.420 -4.981  0.000
65 H 0.715 -2.382 -5.045  0.000
66 H 3.947 -3.444 -2.996  0.000
67 H 3.573 -3.227 -1.283  0.000
68 H 4.096 -1.844 -2.261  0.000
69 H 0.247 2.877 -3.471  0.001
70 H 1.511 3.799 -2.635  0.001
71 H 0.252 2.955 -1.712  -0.002
72 H 1.938 0.768 -4.987  -0.001
73 H 3.541 0.498 -4.293  0.000
74 H 2.998 2.143 -4.668  0.001
75 H 3.104 1.753 -0.389  -0.001
76 H 3.940 2.628 -1.685  0.002
77 H 4.162 0.879 -1.499  0.000
78 H -1.186 -1.452 -5.274  0.000
79 H -0.108 -0.063 -5.159  0.000
80 H -1.839 0.191 -5.378  0.000
81 H -2.249 -2.696 -3.235  0.000
82 H -3.563 -1.586 -2.798  0.000
83 H -2.427 -2.132 -1.565  0.003
84 H -1.948 1.965 -3.465  0.000
85 H -1.951 1.669 -1.727  0.003
86 H -3.317 1.129 -2.697  0.001

The spin multiplicity is 3. As for the max |F|: 0.035 Eh/bohr. The highest occupied orbital energy (spin up / spin down) comes out at -5.66 / -8.09 eV. The orbital gap (spin up / spin down) comes out at 6.0 / 8.4 eV. The charge is 0.